The following is a DFT calculation (the ωB97M-V functional and the def2-TZVPD basis) of C15H35OS5SbW as an isolated structure.

Last column: Mulliken charge in e.
Positions of all 58 atoms, in Å:
W 0.9730 -0.0106 1.9256  0.749
S 0.5016 -2.2772 1.4333  -0.049
S 1.8891 -1.8724 2.9118  -0.185
S 0.3112 1.0972 3.7523  -0.062
S 0.7121 2.3390 2.1357  -0.130
C 1.8442 2.5004 -1.8243  -0.556
C 3.0536 1.8055 -2.4359  -0.664
C 3.8975 1.0189 -1.4407  -0.993
S 3.0072 -0.3432 -0.6779  0.756
O 2.2631 0.4151 0.5124  -0.470
C 4.3520 -1.1980 0.1481  -0.627
C 5.0592 -2.1543 -0.8171  -0.415
C 4.1782 -3.3030 -1.2927  -1.103
H 1.3548 3.1277 -2.5676  0.473
H 2.1342 3.1381 -0.9861  0.338
H 1.1051 1.7794 -1.4664  -0.237
H 3.7222 2.5460 -2.8782  0.377
H 2.7479 1.1462 -3.2510  0.318
H 4.2694 1.6243 -0.6102  0.442
H 4.7457 0.5355 -1.9323  0.528
H 3.8749 -1.7541 0.9577  0.226
H 5.0096 -0.4368 0.5709  0.442
H 5.9165 -2.5427 -0.2648  0.404
H 5.4799 -1.6049 -1.6621  0.274
H 3.7756 -3.8636 -0.4472  0.299
H 4.7584 -3.9941 -1.9007  0.377
H 3.3399 -2.9615 -1.9035  0.304
C -1.8079 2.7022 -0.5465  -1.199
C -2.4833 2.0365 0.6460  0.316
C -4.0019 1.9829 0.4893  -1.251
Sb -1.6818 0.0654 0.9859  0.227
C -1.7879 -1.0948 -0.8309  0.322
C -0.6237 -0.7873 -1.7647  -0.954
C -3.1338 -0.8852 -1.5228  -1.472
C -2.8260 -0.9451 2.5114  0.473
C -3.2498 0.0136 3.6163  -1.159
C -4.0088 -1.6823 1.8896  -1.418
H -2.1832 3.7231 -0.6423  0.505
H -2.0397 2.1858 -1.4798  0.240
H -0.7244 2.7606 -0.4385  0.113
H -2.2220 2.5651 1.5649  0.548
H -4.3023 1.4690 -0.4227  0.236
H -4.3755 3.0069 0.4201  0.502
H -4.5063 1.5131 1.3321  0.244
H -1.7192 -2.1271 -0.4780  0.631
H -0.6140 0.2617 -2.0675  0.178
H -0.7255 -1.3851 -2.6732  0.502
H 0.3402 -1.0367 -1.3185  -0.023
H -3.2168 0.1211 -1.9349  0.312
H -3.9881 -1.0670 -0.8721  0.332
H -3.2062 -1.5837 -2.3589  0.494
H -2.1074 -1.6693 2.9020  0.439
H -3.9821 0.7427 3.2712  0.247
H -2.4123 0.5526 4.0601  0.203
H -3.7208 -0.5609 4.4162  0.459
H -4.7371 -0.9930 1.4584  0.265
H -4.5213 -2.2426 2.6740  0.496
H -3.7072 -2.3985 1.1248  0.378

Cartesian forces, eV/Å:
W -0.1 -0.1 0.1
S 0.0 0.0 0.0
S 0.0 0.0 0.0
S 0.0 0.0 0.0
S 0.0 0.0 0.0
C 0.0 0.0 0.0
C 0.0 0.0 0.0
C 0.0 0.0 0.0
S 0.0 0.0 0.0
O 0.1 0.0 0.0
C 0.0 0.0 0.0
C 0.0 0.0 0.0
C 0.0 0.0 0.0
H 0.0 0.0 0.0
H 0.0 0.0 0.0
H 0.0 0.0 0.0
H 0.0 0.0 0.0
H 0.0 0.0 0.0
H 0.0 0.0 0.0
H 0.0 0.0 0.0
H 0.0 0.0 0.0
H 0.0 0.0 0.0
H 0.0 0.0 0.0
H 0.0 0.0 0.0
H 0.0 0.0 0.0
H 0.0 0.0 0.0
H 0.0 0.0 0.0
C 0.0 0.0 0.0
C 0.0 0.0 0.0
C 0.0 0.0 0.0
Sb 0.0 0.0 0.0
C 0.0 0.0 0.0
C 0.0 0.0 0.0
C 0.0 0.0 0.0
C 0.0 0.0 0.0
C 0.0 0.0 0.0
C 0.0 0.0 0.0
H 0.0 0.0 0.0
H 0.0 0.0 0.0
H 0.0 0.0 0.0
H 0.0 0.0 0.0
H 0.0 0.0 0.0
H 0.0 0.0 0.0
H 0.0 0.0 0.0
H 0.0 0.0 0.0
H 0.0 0.0 0.0
H 0.0 0.0 0.0
H 0.0 0.0 0.0
H 0.0 0.0 0.0
H 0.0 0.0 0.0
H 0.0 0.0 0.0
H 0.0 0.0 0.0
H 0.0 0.0 0.0
H 0.0 0.0 0.0
H 0.0 0.0 0.0
H 0.0 0.0 0.0
H 0.0 0.0 0.0
H 0.0 0.0 0.0

energy above the lowest of the compared OMol25 structures with the same formula, charge and spin = 0.0 kJ/mol
charge = +2
max |F| = 0.130 eV/A
E = -2965.517321 Ha
gap between HOMO and LUMO = 6.61 eV

The following is a DFT calculation (the ωB97M-V functional and the def2-TZVPD basis) of one molecule with the formula C3H4N4O in a non-equilibrium geometry.

Last column: Mulliken charge in e.
Positions of all 12 atoms, in Å:
C -1.5384 -0.9172 0.1483  -0.851
C 1.4170 1.1752 0.0033  0.004
C -0.0793 0.9630 -0.1764  0.582
H -1.5080 -1.6021 0.9655  0.292
H -2.3353 0.0335 0.2358  0.303
H -1.9632 -1.5132 -0.8320  0.257
H 1.8741 2.2415 -0.2718  0.294
N -0.2858 -0.3975 -0.1732  0.382
N 0.8813 -1.2676 -0.1135  -0.153
N 2.0053 -0.9424 0.0126  -0.288
N 2.4542 0.4631 0.1467  -0.288
O -0.9219 1.7638 0.0546  -0.535

Cartesian forces, eV/Å:
C -4.6 0.2 -3.6
C 2.0 5.7 -2.5
C 2.2 -2.9 2.2
H -0.1 -0.2 0.7
H 2.4 -2.7 0.2
H 0.9 1.2 2.5
H -2.0 -1.5 1.3
N 3.2 1.7 -0.1
N -5.1 -1.9 -0.5
N 4.3 1.1 1.0
N -2.4 -2.5 -0.5
O -0.9 1.9 -0.7

energy above the lowest of the compared OMol25 structures with the same formula, charge and spin = 473.5 kJ/mol
SMILES = Cn1nnncc1=O
max |F| = 6.512 eV/A
E = -410.822935 Ha
gap between HOMO and LUMO = 9.19 eV

The following is a DFT calculation (the ωB97M-V functional and the def2-TZVPD basis) of a 2-piece molecular cluster, CH10N3 overall.

Last column: Mulliken charge in e.
Positions of all 14 atoms, in Å:
N 0.8275 0.1407 -0.8327  -1.897
C 0.3428 1.5483 -0.4509  -1.416
N -0.2894 1.6458 0.8160  -0.481
H 1.0785 0.1238 -1.8520  0.843
H 1.6675 -0.1200 -0.2678  0.879
H 1.2380 2.1590 -0.5145  0.643
H -0.3622 1.7988 -1.2376  0.563
H -1.0913 1.0313 0.8768  0.303
H 0.3265 1.4209 1.5820  0.374
N -0.7876 -2.1190 0.4384  -1.164
H -1.7902 -2.1644 0.2359  0.284
H -0.4808 -3.0901 0.4505  0.361
H 0.0441 -0.5181 -0.6627  0.393
H -0.7236 -1.8570 1.4185  0.316

Cartesian forces, eV/Å:
N -0.7 0.6 -0.1
C 0.3 -0.5 -0.4
N -0.1 -0.2 0.1
H 0.0 -0.1 0.1
H 0.1 -0.2 0.2
H -0.1 0.2 0.1
H 0.1 0.2 0.0
H -0.1 0.1 0.0
H 0.2 0.0 0.1
N -0.5 -0.3 0.2
H 0.2 0.1 0.0
H 0.1 0.0 -0.3
H 0.4 -0.4 0.1
H 0.0 0.2 0.1

energy above the lowest of the compared OMol25 structures with the same formula, charge and spin = 4.7 kJ/mol
max |F| = 0.985 eV/A
multiplicity = 2
E = -208.242541 Ha
gap between HOMO and LUMO (spin up / spin down) = 4.10 / 11.05 eV

The following is a DFT calculation (the ωB97M-V functional and the def2-TZVPD basis) of a 2-piece molecular cluster, C4H7ClNO3 overall in a non-equilibrium geometry.

Last column: Mulliken charge in e.
Positions of all 16 atoms, in Å:
C 2.1432 0.9034 -2.3054  0.698
C 0.4994 -0.1720 1.5635  -1.281
C 0.3137 -0.0658 0.0093  -0.494
C -0.4293 1.0857 -0.4687  0.782
N -1.3107 1.1125 -1.3135  -0.620
O 2.7003 -0.0159 -1.7692  -0.708
O 2.3225 0.9221 -3.7815  -0.549
O 1.5102 1.8541 -1.8495  -0.680
Cl -0.1477 2.4624 0.7523  -0.288
H 1.3023 0.5398 1.7398  0.393
H 0.6943 -1.1942 1.9255  0.350
H -0.5609 0.0246 1.9391  0.298
H -0.2931 -0.8780 -0.2341  0.299
H 1.3022 -0.1971 -0.3084  0.229
H -1.7075 1.9868 -1.5615  0.286
H 1.5883 1.5171 -4.0207  0.284

Cartesian forces, eV/Å:
C 0.5 1.0 -2.1
C -2.3 0.1 -0.7
C 0.0 -1.2 2.6
C 0.8 1.1 1.9
N -0.5 -0.9 -1.2
O 1.2 -1.9 0.9
O -1.1 0.3 1.0
O -0.7 0.8 -0.1
Cl -0.3 0.7 -0.8
H -0.4 -0.1 1.1
H 0.5 0.3 -0.6
H 1.7 0.4 0.4
H -0.7 -1.6 -1.0
H 1.1 0.2 -1.6
H -0.3 0.9 0.2
H 0.6 -0.1 -0.1

energy above the lowest of the compared OMol25 structures with the same formula, charge and spin = 87.0 kJ/mol
charge = -1
max |F| = 2.908 eV/A
E = -897.338727 Ha
gap between HOMO and LUMO = 8.38 eV